Record 1
A structure of composition C6H7Br6Cl3O3, computed with wB97M-V/def2-TZVPD.

Geometry as ORCA input:
```
! wB97M-V def2-TZVPD RIJCOSX def2/J DEFGRID3
* xyz 0 1
C 0.004 0.611 2.840
Br -1.771 1.166 2.385
Br 0.180 -0.437 4.471
Br 1.167 2.188 2.838
H 0.360 -0.084 2.091
C 0.496 -3.889 1.690
Br -1.038 -2.662 1.636
Br 2.050 -3.035 2.486
Br 0.912 -4.547 -0.086
H 0.155 -4.689 2.331
C 0.714 3.668 -0.396
Cl 0.625 5.019 0.774
Cl 1.197 4.362 -1.988
Cl -0.803 2.816 -0.537
H 1.493 3.003 -0.051
C -1.416 -0.401 -2.554
C -0.794 -0.876 -1.227
O 0.585 -0.714 -1.501
C 0.729 0.283 -2.413
O 1.744 0.830 -2.670
O -0.471 0.587 -2.955
H -2.356 0.104 -2.330
H -1.542 -1.168 -3.315
H -1.105 -1.907 -1.104
H -1.115 -0.227 -0.414
*
```

LUMO energy   -0.491 eV
HOMO-LUMO gap   9.87 eV
ΔE to the lowest compared entry with this formula, charge and spin   41.0 kJ/mol
Electronic energy   -17283.1800 Eh

=====

Record 2
A structure of composition C22H31BiN2OP2S6, computed with wB97M-V/def2-TZVPD.

Geometry as ORCA input:
```
! wB97M-V def2-TZVPD RIJCOSX def2/J DEFGRID3
* xyz 2 1
Bi 15.315 10.288 9.268
C 18.528 11.277 11.335
P 17.926 10.562 9.804
C 18.976 9.117 9.482
C 18.422 11.706 8.426
C 19.648 11.603 7.760
C 20.029 12.465 6.714
C 19.150 13.525 6.395
C 17.910 13.636 7.060
C 17.509 12.701 8.001
P 15.824 12.898 8.701
C 14.778 13.719 7.380
C 15.946 14.093 10.029
H 19.431 11.879 11.077
H 18.897 10.446 11.965
H 17.800 11.929 11.866
H 20.017 9.453 9.683
H 18.925 8.774 8.455
H 18.776 8.274 10.174
H 20.378 10.834 7.975
H 20.989 12.275 6.234
H 19.407 14.220 5.587
H 17.257 14.411 6.681
H 14.767 13.165 6.431
H 15.080 14.720 7.241
H 13.761 13.750 7.787
H 16.706 14.795 9.672
H 16.275 13.712 10.989
H 15.021 14.664 10.106
N 7.820 9.870 8.390
C 8.505 10.808 9.085
O 7.997 11.805 9.507
C 9.989 10.556 9.330
C 10.657 9.473 8.872
C 12.061 9.488 8.919
N 12.762 10.469 9.444
C 12.072 11.610 9.792
C 10.689 11.638 9.805
H 6.907 10.087 8.001
H 8.200 9.029 7.981
H 10.131 8.575 8.554
H 12.624 8.605 8.621
H 12.739 12.394 10.126
H 10.114 12.572 9.957
C 15.647 5.778 8.963
S 14.293 6.948 8.969
C 13.720 6.650 10.674
H 16.249 5.788 9.900
H 16.374 6.077 8.227
H 15.316 4.758 8.684
H 13.433 5.653 10.832
H 12.817 7.357 10.790
H 14.491 6.878 11.413
C 16.662 12.682 15.122
S 15.327 11.897 14.252
C 16.113 10.422 13.817
C 15.826 9.803 12.665
S 14.528 10.337 11.607
S 16.710 8.336 12.232
C 17.800 8.338 13.631
S 18.833 7.144 13.842
S 17.492 9.660 14.696
H 16.266 13.642 15.398
H 17.517 12.875 14.461
H 16.938 12.090 15.983
*
```

LUMO energy   -6.082 eV
HOMO-LUMO gap   6.77 eV
ΔE to the lowest compared entry with this formula, charge and spin   0.0 kJ/mol
Electronic energy   -4327.5985 Eh

=====

Record 3
The molecule C4H6N2OS, computed with wB97M-V/def2-TZVPD.

Geometry as ORCA input:
```
! wB97M-V def2-TZVPD RIJCOSX def2/J DEFGRID3
* xyz 0 1
C -2.114 1.241 0.262
C 0.180 -0.082 0.854
C 1.049 -0.648 1.893
C 1.538 -0.868 -2.121
H -1.680 2.278 -0.217
H -2.162 0.573 -0.698
H -3.241 1.312 0.666
H 1.882 -1.238 1.306
H 2.231 -1.434 -2.747
H 0.698 -0.273 -2.632
N 0.484 -0.105 -0.413
N 1.560 -0.679 -0.798
O 0.876 -0.539 3.052
S -1.300 0.462 1.594
*
```

LUMO energy   -0.814 eV
HOMO-LUMO gap   7.96 eV
SMILES string   C=N/N=C(\C=O)SC
ΔE to the lowest compared entry with this formula, charge and spin   477.0 kJ/mol
Electronic energy   -738.8230 Eh

=====

| no. | HOMO energy (eV) |
| --- | --- |
| 1 | -10.364 |
| 2 | -12.851 |
| 3 | -8.779 |